{"formula": "C3H6N2S2", "method": "ωB97M-V/def2-TZVPD", "elements": ["C", "C", "C", "H", "H", "H", "H", "H", "H", "N", "N", "S", "S"], "coordinates": [[0.85940, -0.92462, -0.04861], [-0.32536, -0.35277, 0.81186], [0.00908, 1.13935, 0.86174], [2.84608, -1.40020, 0.07091], [2.10266, -1.46829, 1.69997], [-0.19680, -1.49281, -1.48970], [-0.64622, -0.83868, 1.73792], [-1.42358, -0.31443, -1.26626], [-0.80866, 1.51054, 1.66188], [2.11531, -0.78862, 0.57871], [0.72749, -1.53743, -1.16302], [-2.06079, -0.49018, 0.00625], [0.49630, 1.80983, -0.51090]], "de_lowest_kcal_mol": 86.2, "charge": 0, "e_lumo_ev": -0.95, "homo_ev": -8.950}